DFT (the ωB97M-V functional and the def2-TZVPD basis) results for a molecular structure, C54H50AsI2N7OSiV.

## Properties
Spin multiplicity: 4
Highest occupied orbital energy (alpha / beta): -6.4 / -6.8 eV
Relative energy (zero: lowest compared OMol25 entry of this formula, charge and spin): 9.5 kcal per mole
<S²>: 3.848
Calculated total energy: -179893.799 eV

Last column: Löwdin charge in e.
CARTESIAN COORDINATES (ANGSTROEM)
V -0.77967 -0.42803 0.30614  0.772
N 2.19851 2.37135 1.27479  0.086
C 1.85091 0.96345 1.24156  -0.317
N 0.41677 0.82412 1.16356  -0.054
C -0.40087 1.65758 1.80218  -0.355
N -1.69437 1.39335 2.01958  0.058
N -2.10679 0.09672 1.67827  -0.119
C -3.22188 -0.23573 2.22438  -0.066
C -3.85141 -1.54718 2.07121  -0.273
C -4.95190 -1.85318 2.87031  -0.018
C -5.48905 -3.12426 2.80483  -0.056
C -4.92677 -4.05387 1.93946  -0.050
C -3.85693 -3.65059 1.15616  -0.119
N -3.33049 -2.42868 1.21361  0.085
C 0.12429 2.93029 2.33316  -0.098
C -0.65938 3.82766 3.05244  -0.027
C -0.12551 5.01627 3.51710  -0.091
C 1.21377 5.30493 3.26039  -0.086
C 2.00506 4.42745 2.54366  -0.025
C 1.46284 3.22983 2.06787  -0.215
H 3.19301 2.54008 1.26490  0.125
H 2.28712 0.53287 0.33689  0.106
H -3.66172 0.48522 2.90585  0.128
H -5.35608 -1.10532 3.54043  0.116
H -6.33402 -3.39187 3.42680  0.110
H -5.31051 -5.06203 1.86323  0.105
H -3.38865 -4.33938 0.45987  0.111
H -1.69303 3.56766 3.23929  0.109
H -0.73823 5.71167 4.07449  0.098
H 1.64892 6.22384 3.63399  0.103
H 3.04602 4.65879 2.34591  0.112
I -0.20077 -3.99732 -6.54747  0.859
C -0.02049 -3.11186 -4.67664  -0.754
C 1.14382 -2.44063 -4.34172  -0.226
C 1.23465 -1.80670 -3.10611  -0.624
I 3.01534 -0.88528 -2.57812  1.039
C 0.16514 -1.81662 -2.21360  -0.410
O 0.19699 -1.16983 -1.05340  -0.301
C -0.97546 -2.55995 -2.53922  -0.161
C -2.09823 -2.60353 -1.54132  -0.139
N -2.49644 -1.24252 -1.13280  -0.093
C -3.07512 -0.46652 -2.21608  -0.122
C -2.89386 1.01374 -2.01233  -0.245
C -3.34176 1.90537 -2.98078  -0.022
C -3.24665 3.25885 -2.73093  -0.059
C -2.69885 3.67959 -1.52774  -0.070
C -2.22169 2.72449 -0.65154  -0.125
N -2.30695 1.40876 -0.88532  0.111
C -1.07279 -3.18152 -3.77346  -0.111
H 1.98062 -2.40827 -5.02529  0.079
H -2.93640 -3.15961 -1.97535  0.127
H -1.77040 -3.11400 -0.63269  0.103
H -3.16006 -1.32811 -0.37006  0.071
H -2.62570 -0.75279 -3.16823  0.132
H -4.14767 -0.67907 -2.29606  0.138
H -3.78113 1.53277 -3.89818  0.119
H -3.59530 3.97832 -3.46104  0.111
H -2.62703 4.72870 -1.27674  0.110
H -1.75887 3.00766 0.28533  0.094
H -1.97289 -3.73101 -4.02248  0.101
C -1.11043 -2.20307 6.47542  -0.100
C -1.88872 -2.75999 5.47180  -0.089
C -1.47130 -2.69990 4.14715  -0.125
C -0.26854 -2.09064 3.76927  -0.244
C 0.50064 -1.55251 4.81113  -0.089
C 0.09009 -1.59851 6.13798  -0.086
Si 0.35300 -1.97369 1.97082  0.790
C 0.43110 -3.73100 1.26956  -0.271
C 1.04991 -3.93052 0.02642  -0.126
C 1.05415 -5.16973 -0.59842  -0.076
C 0.44032 -6.25722 0.01107  -0.097
C -0.15342 -6.09546 1.25466  -0.096
C -0.15341 -4.84931 1.87458  -0.094
C 2.12196 -1.34220 2.14475  -0.212
C 2.36901 0.12671 2.45241  -0.251
C 3.79483 0.46910 2.74799  -0.049
C 4.80691 -0.38032 2.45381  -0.099
C 4.53713 -1.67858 1.95177  -0.061
C 3.20204 -2.13282 1.85994  -0.099
H -1.42986 -2.24922 7.50956  0.098
H -2.82676 -3.24526 5.71691  0.098
H -2.09934 -3.14207 3.39905  0.070
H 1.46173 -1.10233 4.59368  0.085
H 0.71799 -1.16850 6.90923  0.100
H 1.55036 -3.09950 -0.45745  0.079
H 1.53514 -5.28377 -1.56314  0.105
H 0.43933 -7.22615 -0.47308  0.097
H -0.61306 -6.94286 1.75020  0.097
H -0.61047 -4.75715 2.85305  0.085
H 1.73191 0.46696 3.28156  0.135
H 4.00740 1.42962 3.20501  0.105
H 5.83264 -0.08557 2.64409  0.100
H 5.35327 -2.34282 1.70095  0.095
H 3.03704 -3.16682 1.57785  0.095
C 3.14857 2.64242 -1.75098  -0.341
As 1.19993 2.35335 -1.86722  1.146
C 0.78613 4.25979 -1.60220  -0.312
C 0.88584 2.32286 -3.83518  -0.345
C 1.84351 3.07040 -4.70742  -0.311
C 1.68976 4.43552 -4.94888  -0.063
C 2.64087 5.14602 -5.66881  -0.088
C 3.76096 4.49980 -6.17486  -0.100
C 3.91121 3.13504 -5.96695  -0.086
C 2.96454 2.43140 -5.23625  -0.074
H 3.60835 2.67368 -2.73874  0.010
H 3.60949 1.84223 -1.17371  -0.031
H 3.32263 3.59444 -1.25109  0.019
H 1.49822 4.88172 -2.14739  0.019
H 0.86262 4.48161 -0.53556  0.013
H -0.21982 4.48677 -1.94298  -0.007
H -0.12548 2.72749 -3.92658  0.060
H 0.85494 1.26665 -4.10653  0.045
H 0.80582 4.94334 -4.57883  0.106
H 2.50782 6.20839 -5.83184  0.100
H 4.50681 5.05339 -6.73021  0.097
H 4.77033 2.61499 -6.37264  0.102
H 3.09238 1.36764 -5.06762  0.082

***

DFT (the ωB97M-V functional and the def2-TZVPD basis) results for 3 unconnected molecules or ions with the total composition C4H6O2.

## Properties
Spin multiplicity: 1
Highest occupied orbital energy: -8.2 eV
Relative energy (zero: lowest compared OMol25 entry of this formula, charge and spin): 157.5 kcal per mole
Calculated total energy: -8333.630 eV

Last column: natural (NBO) charge in e.
CARTESIAN COORDINATES (ANGSTROEM)
C 1.53367 0.40522 0.33400  -0.468
C 0.47790 -0.69645 0.46170  -0.060
O -0.65222 -0.11220 1.20100  -0.448
C -1.41630 0.31445 0.26130  0.539
O -0.76003 0.92515 -0.73279  -0.469
C 0.51126 0.24392 -0.73312  -0.013
H 2.54880 0.11327 0.07735  0.233
H 1.46859 1.23371 1.03170  0.241
H -0.59128 -1.58771 -0.21637  0.135
H -1.44334 -1.32066 -0.41694  -0.109
H -2.44287 0.60074 0.45644  0.214
H 0.76582 -0.11946 -1.72429  0.205

***

DFT (the ωB97M-V functional and the def2-TZVPD basis) results for a single H4SSi molecule.

## Properties
SMILES string: [SiH3]S
Spin multiplicity: 1
Highest occupied orbital energy: -9.4 eV
Relative energy (zero: lowest compared OMol25 entry of this formula, charge and spin): 26.6 kcal per mole
Calculated total energy: -18776.619 eV

Last column: natural (NBO) charge in e.
CARTESIAN COORDINATES (ANGSTROEM)
Si -0.61780 -0.03992 0.15310  0.771
S 1.80067 0.31044 0.18293  -0.471
H -1.39308 -1.01389 0.95289  -0.132
H -1.33039 1.15888 0.68642  -0.161
H -0.59784 0.20336 -1.21764  -0.155
H 2.13844 -0.61888 -0.75770  0.149

***

DFT (the ωB97M-V functional and the def2-TZVPD basis) results for a single C11H18N2 molecule.

## Properties
Spin multiplicity: 3
Highest occupied orbital energy (alpha / beta): -3.9 / -8.2 eV
Relative energy (zero: lowest compared OMol25 entry of this formula, charge and spin): 85.6 kcal per mole
<S²>: 2.038
Calculated total energy: -14670.404 eV

Last column: natural (NBO) charge in e.
CARTESIAN COORDINATES (ANGSTROEM)
C -0.82888 1.26674 0.50053  0.387
C -2.23653 -0.24633 -0.32605  -0.030
C -2.30463 1.08815 0.02858  -0.177
C -0.97354 -1.08595 -0.89453  -0.426
C 0.13314 -1.37970 0.18102  -0.212
C 1.64173 0.54952 0.26272  0.362
C -3.48215 -1.07879 -0.36383  -0.627
C -3.44201 1.92956 0.48021  -0.635
C 3.37327 1.32048 -1.15779  -0.597
C 2.42844 -1.63811 1.01836  -0.402
C 2.92542 1.31013 0.33139  -0.459
N 0.40286 1.12360 0.33003  -0.503
N 1.54281 -0.83825 0.20350  -0.397
H -1.28521 -2.01510 -1.14315  0.210
H -0.69138 -0.52354 -1.73606  0.225
H -0.19512 -1.22603 1.21820  0.184
H 0.44533 -2.36143 0.24953  0.195
H -3.94096 -0.99339 -1.38172  0.194
H -4.15555 -0.63845 0.21442  0.195
H -3.18591 -2.18496 -0.08013  0.202
H -3.41878 2.18698 1.52986  0.227
H -4.32019 1.36226 0.22443  0.213
H -3.45050 2.68225 -0.23625  0.226
H 4.52703 1.39938 -1.38613  0.198
H 2.96828 2.11595 -1.74478  0.211
H 3.03265 0.34038 -1.59824  0.215
H 3.32332 -1.18812 1.15865  0.202
H 1.77765 -1.77678 2.01139  0.169
H 2.73978 -2.65512 0.64214  0.204
H 2.88856 2.26843 0.60429  0.229
H 3.76107 0.88627 0.85939  0.217

***

DFT (the ωB97M-V functional and the def2-TZVPD basis) results for a molecular structure, C21H14Br2CoN3.

## Properties
Total charge: +2
Spin multiplicity: 1
Highest occupied orbital energy (alpha / beta): -15.0 / -15.0 eV
Calculated total energy: -204171.525 eV

Last column: natural (NBO) charge in e.
CARTESIAN COORDINATES (ANGSTROEM)
Co 0.16999 -0.30486 0.49509  1.131
Br -1.73125 -5.09089 -3.52135  0.227
C -1.24131 -3.69550 -2.38571  -0.015
C -2.14586 -3.19919 -1.45343  -0.250
C -1.73726 -2.17181 -0.63093  0.099
N -0.50732 -1.64907 -0.70517  -0.490
C 0.36779 -2.11190 -1.62193  0.187
C 0.03184 -3.13952 -2.47355  -0.228
C 1.64264 -1.37621 -1.61913  0.178
C 2.70416 -1.60018 -2.46621  -0.226
C 3.82294 -0.77749 -2.37286  -0.015
Br 5.28108 -1.05187 -3.50252  0.227
C 3.84327 0.25167 -1.43836  -0.250
C 2.74596 0.41169 -0.61979  0.099
N 1.67667 -0.38857 -0.70081  -0.487
H -3.14453 -3.60199 -1.37012  0.273
H -2.40400 -1.74793 0.10954  0.236
H 0.73527 -3.51024 -3.20521  0.260
H 2.67566 -2.39414 -3.19860  0.260
H 4.69258 0.91297 -1.34957  0.273
H 2.71139 1.19871 0.12305  0.236
C -0.08753 0.17350 4.68625  -0.241
C -0.78126 1.37536 4.76639  -0.073
C -1.16646 2.03380 3.60643  -0.215
C -0.85240 1.47936 2.38232  0.209
N -0.17453 0.30622 2.31531  -0.580
C 0.19770 -0.33042 3.43595  0.091
C -1.17144 2.01996 1.05499  -0.072
C -1.84889 3.19952 0.78280  -0.168
C -2.06866 3.57647 -0.53587  -0.170
C -1.61911 2.79177 -1.58760  -0.153
C -0.93467 1.60382 -1.33355  -0.262
C -0.72808 1.24394 -0.02070  -0.048
H 0.22393 -0.35970 5.57198  0.262
H -1.02178 1.79895 5.73247  0.256
H -1.70600 2.96867 3.65539  0.251
H 0.73532 -1.26349 3.31608  0.221
H -2.20632 3.82739 1.58868  0.237
H -2.59740 4.49613 -0.74571  0.250
H -1.79862 3.10162 -2.60799  0.247
H -0.58351 0.99346 -2.15606  0.234

***

DFT (the ωB97M-V functional and the def2-TZVPD basis) results for a molecular structure, C21H34ClN6O2Sn.

## Properties
Total charge: +3
Spin multiplicity: 1
Highest occupied orbital energy: -16.4 eV
Relative energy (zero: lowest compared OMol25 entry of this formula, charge and spin): 55.5 kcal per mole
Calculated total energy: -53692.222 eV

Last column: natural (NBO) charge in e.
CARTESIAN COORDINATES (ANGSTROEM)
Sn -0.05880 -0.51875 0.08687  1.437
C 0.97240 3.74064 -0.36765  -0.474
C 0.10631 3.03181 -1.41843  -0.225
N -0.88092 2.00898 -0.99930  -0.669
C -1.68802 1.60545 -2.18299  -0.244
C -2.39119 0.25967 -2.04756  -0.246
N -1.50829 -0.90088 -1.72678  -0.742
C -0.86034 -1.63119 -2.85930  -0.226
C 0.18446 -0.93443 -3.73614  -0.451
C 1.23737 0.02898 -3.17704  -0.226
N 1.72716 -0.16103 -1.77830  -0.693
C 2.79769 0.86424 -1.56101  -0.242
C 3.16380 1.21489 -0.12970  -0.238
N 2.04815 1.65745 0.74431  -0.667
C 1.64674 3.04918 0.80988  0.282
H 0.40511 4.56570 0.06903  0.238
H 1.76909 4.23257 -0.93218  0.269
H 0.75609 2.54431 -2.12790  0.192
H -0.39016 3.83635 -1.97114  0.222
H -1.52375 2.42536 -0.33012  0.376
H -1.02888 1.58205 -3.04780  0.207
H -2.45427 2.35371 -2.40237  0.234
H -2.91536 0.06913 -2.98735  0.242
H -3.14561 0.31368 -1.26238  0.226
H -2.12964 -1.60419 -1.32787  0.413
H -1.63917 -1.98648 -3.53721  0.241
H -0.41787 -2.51988 -2.40594  0.199
H -0.32438 -0.37588 -4.52414  0.246
H 0.68836 -1.75354 -4.25105  0.253
H 0.85399 1.03873 -3.23092  0.192
H 2.09029 0.00279 -3.86003  0.228
H 2.18024 -1.07275 -1.75718  0.382
H 2.49977 1.76827 -2.08431  0.206
H 3.71882 0.53572 -2.04964  0.238
H 3.96623 1.95794 -0.16402  0.230
H 3.57624 0.33123 0.35972  0.223
H 2.36293 1.43781 1.68596  0.394
H 2.44959 3.69166 1.17624  0.206
H 0.22899 2.13700 1.92074  0.534
N 0.84735 -2.88743 0.17721  -0.906
C 0.08413 -3.83062 1.00299  0.063
C 0.27212 -5.17955 0.89465  -0.178
C -0.42825 -6.07599 1.72829  -0.180
C -1.29105 -5.60180 2.67265  -0.128
C -1.51422 -4.20997 2.79757  -0.102
C -2.40893 -3.66002 3.74132  -0.066
C -2.60415 -2.30595 3.78674  -0.255
C -1.91318 -1.50180 2.87299  0.084
N -1.05562 -1.96851 1.98628  -0.587
C -0.83561 -3.31350 1.94065  0.205
H 1.74648 -2.73351 0.63509  0.405
H 1.07458 -3.35889 -0.69511  0.404
H 0.97922 -5.57444 0.17212  0.236
H -0.26209 -7.13908 1.62010  0.257
H -1.81588 -6.28045 3.33442  0.249
H -2.94012 -4.31889 4.41783  0.254
H -3.28745 -1.85852 4.49536  0.257
H -2.08097 -0.42738 2.86177  0.193
Cl -0.38184 6.59449 1.88848  0.090
C 0.13813 5.31905 3.02103  -0.538
C -0.50562 4.07690 2.53520  0.877
O -1.54051 3.59269 2.45411  -0.367
O 0.69853 2.99022 1.98629  -0.625
H -0.26778 5.55552 4.00365  0.313
H 1.21951 5.27109 3.05335  0.278

***

Number 1: F_max 2.24 eV Å⁻¹. Number 2: F_max 0.28 eV Å⁻¹. Number 3: F_max 2.95 eV Å⁻¹. Number 4: F_max 7.22 eV Å⁻¹. Number 5: F_max 0.53 eV Å⁻¹. Number 6: F_max 0.63 eV Å⁻¹.